{"formula": "C57H55B2F4IN5O18PS", "method": "the ωB97M-V functional and the def2-TZVPD basis", "symbols": ["C", "C", "C", "C", "C", "S", "C", "C", "C", "C", "C", "C", "I", "C", "P", "C", "O", "C", "O", "C", "C", "B", "O", "O", "C", "C", "C", "O", "F", "C", "B", "O", "C", "C", "C", "C", "O", "C", "F", "F", "F", "C", "C", "O", "H", "H", "H", "H", "H", "H", "H", "H", "H", "H", "H", "H", "H", "H", "H", "H", "H", "H", "H", "H", "H", "H", "H", "H", "H", "H", "H", "H", "H", "H", "C", "C", "C", "C", "C", "C", "N", "O", "O", "H", "H", "H", "H", "H", "C", "C", "C", "C", "C", "C", "N", "O", "O", "H", "H", "H", "H", "H", "C", "C", "C", "C", "C", "C", "N", "O", "O", "H", "H", "H", "H", "H", "C", "C", "C", "C", "C", "C", "N", "O", "O", "H", "H", "H", "H", "H", "C", "C", "C", "C", "C", "C", "N", "O", "O", "H", "H", "H", "H", "H"], "positions_angstrom": [[-3.472605, 3.754626, -1.246928], [-4.626371, 3.217407, -0.347750], [-4.417234, 1.761368, 0.202139], [-2.960448, 1.416186, 0.529863], [-2.391335, 1.997890, 1.713057], [-3.359479, 3.086711, 2.800167], [-1.043170, 1.714585, 2.028274], [-0.255483, 0.847503, 1.214762], [-0.797433, 0.259771, 0.042586], [0.085235, -0.638796, -0.840835], [0.982837, 0.350612, -1.676391], [1.496698, -0.274396, -2.996561], [3.114028, 1.002078, -3.739986], [-2.164816, 0.561126, -0.296084], [-2.997494, -0.106362, -1.850372], [-3.433105, -1.921438, -1.626881], [-1.760223, -0.003768, -3.041309], [1.192339, 0.618980, 1.689578], [1.714653, -0.473894, 1.690457], [1.885308, 1.887413, 2.202006], [3.226550, 2.195939, 1.912065], [4.138710, 1.199491, 1.042873], [3.840663, 0.881547, -0.254591], [5.252224, 0.642177, 1.717237], [3.792886, 3.422738, 2.390140], [5.246782, 3.740727, 2.014664], [5.375477, 4.232900, 0.546110], [6.381408, 4.027454, -0.062125], [4.349519, 4.936977, -0.016390], [2.991266, 4.302426, 3.151068], [3.552338, 5.715029, 3.674865], [4.308291, 5.701840, 4.826344], [3.214020, 7.036718, 2.835632], [4.484761, 7.944835, 2.598282], [1.635466, 3.990755, 3.489802], [0.758956, 4.938306, 4.314594], [1.223587, 5.150504, 5.663377], [0.630873, 4.340742, 6.573532], [1.168623, 4.653322, 7.782605], [-0.693197, 4.526774, 6.691150], [0.935387, 3.041924, 6.369009], [1.103607, 2.770797, 2.999430], [-0.352820, 2.336316, 3.257869], [-0.895849, 2.433922, 4.330127], [-3.882139, 4.619671, -1.811515], [-3.205380, 2.989914, -1.992722], [-2.632626, 4.068599, -0.604324], [-4.844263, 3.882708, 0.510394], [-5.549406, 3.184601, -0.966109], [-4.868480, 1.041644, -0.494583], [-4.973188, 1.707952, 1.163160], [-3.736276, 2.194743, 3.765117], [-0.513286, -1.261140, -1.523124], [0.717866, -1.289289, -0.214678], [1.791227, 0.773877, -1.059384], [0.340091, 1.209400, -1.966085], [0.708608, -0.185609, -3.761155], [1.909044, -1.289330, -2.898686], [-3.902019, -2.272227, -2.566524], [-2.543044, -2.563399, -1.436446], [-4.194839, -1.990048, -0.812347], [-1.756127, -0.881114, -3.457361], [4.318566, 0.049760, -0.421111], [4.899679, -0.120521, 2.206253], [5.668435, 4.573873, 2.620509], [5.928031, 2.889168, 2.191653], [4.756215, 6.562312, 4.865595], [2.808251, 6.730817, 1.851359], [2.477477, 7.660078, 3.387299], [4.538763, 8.366693, 1.580557], [4.521390, 8.802230, 3.298372], [5.399001, 7.345133, 2.800142], [-0.312702, 4.666941, 4.287887], [0.809223, 5.931088, 3.817451], [2.157962, -4.922951, 4.641675], [1.756763, -3.780391, 3.960637], [1.506351, -3.837083, 2.598379], [1.657284, -5.042281, 1.932473], [2.064303, -6.186764, 2.599306], [2.315609, -6.123416, 3.960726], [1.368737, -5.110571, 0.494403], [1.032017, -4.084354, -0.066132], [1.479023, -6.189619, -0.054999], [2.347422, -4.878086, 5.707275], [1.636038, -2.845452, 4.492764], [1.194109, -2.942097, 2.076056], [2.186019, -7.125283, 2.076183], [2.630695, -7.011219, 4.493545], [0.374428, -12.525081, 0.796048], [-0.357820, -11.377222, 1.069469], [-0.051302, -10.606837, 2.180373], [0.992183, -10.994809, 3.005005], [1.725240, -12.141529, 2.746815], [1.411846, -12.909048, 1.635900], [1.335313, -10.167595, 4.167977], [0.660385, -9.177674, 4.376600], [2.276940, -10.515951, 4.853047], [0.136436, -13.122298, -0.075698], [-1.166399, -11.081194, 0.413998], [-0.625143, -9.714188, 2.387525], [2.536034, -12.444134, 3.394855], [1.978843, -13.805585, 1.421727], [-5.408231, 2.896030, -7.747014], [-4.099886, 2.741293, -7.307425], [-3.848690, 2.291562, -6.020223], [-4.915748, 1.996697, -5.186701], [-6.225255, 2.153876, -5.611329], [-6.469384, 2.606772, -6.898592], [-4.653744, 1.499024, -3.834565], [-3.482302, 1.390680, -3.488514], [-5.609178, 1.217071, -3.136180], [-5.601763, 3.242539, -8.754922], [-3.275028, 2.968967, -7.970108], [-2.827606, 2.173381, -5.683444], [-7.055688, 1.927516, -4.956845], [-7.487836, 2.731163, -7.243054], [5.611595, 2.614254, -5.490657], [5.109942, 2.608779, -6.784595], [5.813507, 3.231747, -7.803878], [7.018253, 3.851460, -7.513361], [7.525124, 3.869574, -6.224055], [6.815124, 3.247038, -5.208814], [7.777893, 4.490876, -8.595077], [7.296240, 4.473653, -9.711285], [8.846199, 4.997560, -8.313389], [5.060244, 2.120456, -4.696472], [4.170342, 2.115228, -6.998766], [5.417627, 3.224062, -8.809829], [8.463067, 4.358005, -5.999291], [7.201259, 3.251620, -4.197559], [-8.367233, -3.864252, 2.923189], [-8.891299, -3.832020, 1.637203], [-8.250400, -3.107350, 0.644638], [-7.085010, -2.424246, 0.952320], [-6.556360, -2.442706, 2.232833], [-7.203739, -3.167191, 3.221607], [-6.390559, -1.676547, -0.100460], [-6.884059, -1.662244, -1.208556], [-5.348406, -1.113656, 0.196154], [-8.867158, -4.435791, 3.695629], [-9.798938, -4.375088, 1.408151], [-8.663461, -3.086311, -0.354305], [-5.649004, -1.904499, 2.470876], [-6.799441, -3.191870, 4.225115]], "forces_ev_per_a": [[-1.1315, 0.1268, 0.3883], [-0.1776, -0.3578, -0.2990], [-0.0867, 0.3108, 0.2936], [0.2496, 0.1577, 0.1337], [0.5158, -0.8864, -0.1572], [-0.0876, -0.4374, -0.2343], [0.1505, 0.0382, -0.1228], [-0.0751, 0.3713, 0.0779], [-0.5616, -0.1362, 0.6429], [0.2827, 0.8430, 0.0635], [-0.6316, -0.0704, -0.3266], [-0.0341, 0.7295, 0.5010], [-0.7550, -0.6716, 0.1444], [0.9544, -0.5605, 0.4416], [-0.9398, -0.5821, 1.1804], [1.6315, -0.5772, 0.0355], [-0.2108, -1.6663, 1.1794], [-0.8120, 0.7119, -0.1017], [0.3896, 0.3623, -0.0312], [-0.1862, 0.5457, 0.2327], [0.1958, 0.4101, -0.3351], [-0.1881, 0.0458, 0.7064], [0.5079, -0.3163, 1.1361], [-0.9880, -0.4517, -0.6513], [-1.0307, -0.6386, 0.3596], [-1.0312, 1.0594, -0.2096], [1.5960, -0.8418, 0.1878], [-1.0742, 0.4844, -0.0677], [0.5326, -0.5623, 0.8622], [-0.2947, 0.2771, 0.5965], [-0.2958, -0.4022, -0.0338], [0.0877, 0.5716, -1.2420], [0.6997, 0.3959, -0.0913], [0.0910, -0.2518, 0.5014], [0.2540, -1.5114, -0.5228], [-0.0586, 0.7077, -1.2377], [-0.7353, -0.4526, -0.1728], [1.3316, 0.2115, 1.2624], [-0.3341, -0.0174, -0.6541], [0.4495, -0.4746, -0.4652], [-0.7161, 0.5269, -0.0652], [-0.1931, 0.1216, -0.0810], [0.3484, -0.4058, -0.7182], [0.2018, 0.0238, -0.2872], [0.5260, -0.2895, 0.3799], [0.2727, 0.3476, 0.4797], [-0.0939, -0.1711, -0.6065], [0.3155, -0.1537, -0.5497], [0.4448, 0.0102, 0.4021], [0.4209, 0.3210, 0.2589], [0.2208, -0.1408, -0.6022], [0.4379, 0.2781, -0.5123], [0.2013, 0.3042, 0.4719], [-0.3552, 0.2448, -0.3451], [-0.2936, -0.4507, -0.2664], [0.3842, -0.4498, 0.1145], [0.4947, -0.3648, 0.3085], [-0.1888, 0.4474, -0.0965], [0.1793, 0.3638, 0.3321], [-0.6463, 0.0385, 0.1080], [1.3556, 0.0257, -1.0020], [0.3099, 0.2644, -0.0326], [0.0138, 0.3875, -0.5253], [0.4343, 0.2166, 0.1728], [-0.4282, -0.3921, -0.2216], [-0.4375, 0.3734, -0.4960], [-0.1323, -0.1581, 0.5451], [-0.0557, 0.2727, 0.5882], [0.1032, -0.5072, -0.4375], [-0.0405, -0.3457, 0.4313], [-0.0940, -0.4492, -0.2974], [-0.2706, 0.4798, -0.4036], [0.7047, -0.0917, 0.1937], [0.0956, -0.4302, 0.5105], [0.0046, 0.0194, -0.0109], [0.0536, -0.1783, 0.0360], [-0.1302, 0.3347, -0.0831], [0.0714, 0.0138, 0.4476], [0.0538, -0.2731, -0.0128], [0.0049, 0.1252, 0.0465], [-0.0201, 0.0059, -0.1408], [0.0277, -0.0472, 0.0308], [-0.0032, 0.0538, 0.0374], [0.0004, -0.0083, -0.0378], [-0.0065, -0.0043, -0.0656], [0.0296, -0.1002, -0.1133], [-0.0645, 0.1114, -0.1204], [-0.0499, -0.0011, -0.0464], [-0.0065, -0.0144, -0.0146], [0.1108, -0.1151, 0.0237], [-0.1892, 0.1893, -0.0554], [-0.1078, -0.2454, -0.3664], [0.2152, -0.1667, 0.0717], [-0.1244, 0.0984, -0.0528], [0.0282, 0.0676, 0.1518], [0.0359, -0.0257, -0.0363], [-0.0401, 0.0133, -0.0574], [0.0042, 0.0180, 0.0343], [0.0225, 0.0231, 0.0449], [0.1339, 0.0011, 0.1276], [-0.0598, 0.1620, 0.0722], [0.0026, 0.0361, 0.0403], [-0.0075, 0.0063, -0.0258], [-0.1687, -0.0026, 0.0151], [0.2674, 0.0117, -0.0463], [-0.0617, -0.1033, -0.5490], [-0.2661, -0.0171, 0.0464], [0.1651, 0.0271, -0.0389], [0.2120, -0.0203, 0.2616], [-1.4770, 2.6170, -2.3200], [0.0372, 0.2880, 0.0201], [0.0067, -0.0018, 0.0389], [-0.0032, -0.0109, 0.0523], [-0.1075, -0.0614, 0.1580], [0.1566, -0.0538, 0.1040], [0.0208, -0.0123, 0.0460], [0.0490, 0.0443, 0.0357], [0.0778, 0.0269, 0.0895], [-0.1704, -0.0717, -0.1722], [-0.2240, -0.2049, 0.3208], [0.1932, 0.0614, 0.1646], [-0.1049, -0.0478, -0.0809], [0.0891, 0.0925, -0.1371], [0.0000, -0.0113, 0.0729], [-0.0663, -0.0279, 0.0158], [0.3884, 0.2290, -0.2395], [0.0279, 0.0215, 0.0008], [0.1680, 0.0873, -0.0173], [-0.0194, 0.0185, -0.1857], [0.0028, 0.0284, -0.0395], [-0.0107, -0.0084, 0.0127], [0.1070, 0.0357, 0.1195], [-0.1815, -0.0756, -0.1963], [-0.1673, -0.2538, 0.3308], [0.2116, 0.0840, 0.1706], [-0.1225, -0.0579, -0.0943], [-0.1403, 0.1955, 0.0367], [0.0901, -0.0102, 0.0403], [-0.8803, 0.1272, 0.6097], [0.0127, 0.0282, -0.0248], [0.0303, 0.0354, -0.0271], [0.1579, 0.0988, -0.0144], [-0.0249, 0.0262, -0.1814], [0.0162, 0.0270, -0.0453]], "spin_multiplicity": 1, "de_lowest_kj_mol": 121.2, "e_lumo_ev": -0.8, "fmax_ha_per_bohr": 0.074, "orbital_gap_ev": 5.995, "e_homo_ev": -6.77}